Model P:
A 2-piece molecular cluster, C12H17N overall, computed with ωB97M-V/def2-TZVPD.

The SMILES is CCc1c[nH]c2ccccc12.CC. For the LUMO energy, the calculation gives 0.935 eV.

Structure (XYZ):
```
30
Properties=species:S:1:pos:R:3:lowdin_charge:R:1
H -2.10 -0.94 3.56 0.148
H 2.06 -1.57 -3.13 0.029
H 0.45 -1.49 4.34 0.101
C 2.24 0.00 1.78 -0.110
C -1.70 0.96 -0.66 -0.127
C -0.38 -0.69 2.47 -0.236
H 1.57 0.85 -0.04 0.104
H 0.88 -2.41 -3.99 0.070
H 0.96 0.56 -3.38 0.053
N -1.68 -1.07 2.63 0.076
H 0.26 -0.10 -4.67 0.056
H -1.23 2.89 0.34 0.041
H -3.25 0.10 1.83 0.066
C 1.04 -1.60 -3.29 -0.140
H 0.24 2.17 -0.31 0.086
H -1.25 0.32 -1.50 0.090
H -0.56 -0.27 -3.22 0.021
C -2.35 -0.24 1.57 -0.013
H 2.84 -0.90 3.62 0.106
H 3.31 0.16 1.42 0.116
H -0.80 3.09 -1.26 0.003
C -0.13 0.06 1.22 -0.098
C 0.39 -0.28 -3.64 -0.152
C -1.48 0.31 0.68 -0.229
H 0.62 -1.90 -2.33 0.063
C 0.65 -0.97 3.41 -0.033
C 1.95 -0.69 2.99 -0.112
C 1.21 0.33 0.89 -0.070
C -0.91 2.42 -0.53 -0.039
H -2.85 0.90 -0.83 0.130
```

=====

Model Q:
A 2-piece molecular cluster, C12H17N overall, computed with ωB97M-V/def2-TZVPD.

The SMILES is Cc1c[nH]c2ccccc12.CCC. For the LUMO energy, the calculation gives 0.921 eV.

Structure (XYZ):
```
30
Properties=species:S:1:pos:R:3:lowdin_charge:R:1
H 1.03 1.24 3.56 0.076
H 1.06 2.56 -0.49 0.110
H 1.61 -2.60 0.89 0.146
C 1.19 0.47 0.13 -0.159
C -4.78 -0.27 -0.38 -0.116
H -3.76 0.51 1.35 0.092
C 1.30 -0.12 -2.58 -0.098
H 1.15 -0.35 -3.63 0.097
H -2.47 -1.54 0.70 0.074
C 1.59 -0.83 1.91 -0.059
H -1.47 -0.04 0.76 0.051
H 1.13 2.01 -2.83 0.094
C 1.26 0.43 1.57 -0.254
H -5.66 0.21 0.03 0.062
H 1.61 2.40 2.41 0.078
C 1.48 -1.16 -1.68 -0.023
H 1.60 -2.19 -1.99 0.108
H -0.06 1.93 2.36 0.079
C -2.29 -0.56 0.26 -0.122
C 1.41 -0.84 -0.32 -0.233
N 1.74 -1.61 0.76 0.076
C -3.53 0.31 0.30 -0.326
H -4.79 -1.35 -0.31 0.064
H -1.86 -0.69 -0.75 0.076
H -4.79 0.04 -1.43 0.066
C 1.09 1.52 -0.79 -0.020
C 1.13 1.19 -2.13 -0.107
H -3.29 1.32 -0.06 0.101
C 0.95 1.54 2.51 -0.055
H 1.72 -1.30 2.87 0.120
```

=====

So which one is most stable? That would be model Q, about 2.499 eV below the next structure.

=====

Model P:
A 2-piece molecular cluster, C12H17N overall, computed with ωB97M-V/def2-TZVPD.

The SMILES is Cc1c[nH]c2ccccc12.CCC. For the LUMO energy, the calculation gives 0.962 eV.

Structure (XYZ):
```
30
Properties=species:S:1:pos:R:3:lowdin_charge:R:1
H 0.66 4.99 -0.99 0.063
C 0.19 -0.99 -2.12 -0.098
C -2.02 -3.84 0.64 -0.054
H 0.07 -0.28 1.18 0.109
C -0.71 -2.07 0.22 -0.145
H -1.86 -1.47 2.86 0.079
H 0.79 2.45 -0.47 0.058
H 1.06 2.82 1.14 0.103
H -2.68 -4.62 0.96 0.116
N -1.72 -3.83 -0.73 0.063
H 3.21 4.12 0.33 0.071
C 0.37 -0.29 -0.93 -0.089
H 0.78 0.70 -0.97 0.062
H 3.19 2.49 -0.28 0.066
C -0.86 -2.79 -0.98 -0.213
H 0.63 5.28 0.67 0.069
H -0.70 4.33 -0.05 0.069
C 1.20 3.25 0.15 -0.326
C 2.65 3.44 -0.30 -0.120
H -0.38 -2.81 -3.11 0.105
C -0.05 -0.85 0.26 -0.017
C -1.45 -2.48 2.71 -0.050
H -0.42 -2.37 3.06 0.081
C -1.39 -2.81 1.26 -0.235
C -0.36 -2.26 -2.18 -0.023
H 2.64 3.79 -1.32 0.068
H 0.56 -0.58 -3.05 0.097
H -1.72 -4.71 -1.22 0.144
H -2.04 -3.11 3.34 0.070
C 0.37 4.51 -0.06 -0.122
```

=====

Model Q:
A 2-piece molecular cluster, C12H17N overall, computed with ωB97M-V/def2-TZVPD.

The SMILES is Cc1c[nH]c2ccccc12.CCC. For the LUMO energy, the calculation gives 0.938 eV.

Structure (XYZ):
```
30
Properties=species:S:1:pos:R:3:lowdin_charge:R:1
H -2.75 2.30 4.59 0.064
H -1.79 0.71 6.08 0.092
H 0.55 -0.20 4.46 0.067
H 3.06 -0.83 -3.67 0.073
H -2.20 0.10 -0.19 0.104
N -1.19 -1.10 -2.68 0.067
C -1.19 0.25 -0.55 -0.019
C 0.14 0.47 5.22 -0.127
H -1.06 2.70 4.49 0.062
H -1.71 1.59 3.25 0.048
H 2.70 0.31 -1.19 0.107
H -2.18 -1.15 -2.86 0.151
H -0.50 -1.83 -4.54 0.116
C -0.20 -1.44 -3.59 -0.060
H 1.66 1.66 0.67 0.094
H 0.69 1.40 5.03 0.061
C -0.31 1.02 0.18 -0.108
C 1.08 1.02 0.02 -0.090
C 1.02 -1.07 -3.11 -0.222
C 2.38 -1.66 -3.41 -0.047
H -0.74 1.52 1.05 0.080
H -1.88 -0.20 4.64 0.091
C -1.36 0.65 5.08 -0.316
H 2.39 -2.34 -4.26 0.073
H 0.49 0.13 6.20 0.067
H 2.76 -2.04 -2.47 0.080
C 0.75 -0.36 -1.89 -0.157
C -1.78 1.91 4.29 -0.109
C 1.63 0.31 -1.03 -0.026
C -0.62 -0.47 -1.61 -0.216
```

=====

So which one is most stable? That would be model P, about 0.388 eV below the next structure.

=====

Model P:
C3HNO2 in the gas phase, computed with ωB97M-V/def2-TZVPD.

The SMILES is N#CC(=O)C=O. For the LUMO energy, the calculation gives -1.230 eV.

Structure (XYZ):
```
7
Properties=species:S:1:pos:R:3:lowdin_charge:R:1
O -0.73 -1.14 0.22 0.137
C -0.73 0.91 1.21 -0.088
H 1.62 -0.94 -0.65 0.137
N -1.29 1.50 2.04 0.184
O 0.53 -0.01 -2.10 0.097
C -0.19 -0.06 0.22 -0.282
C 0.81 -0.26 -0.96 -0.186
```

=====

Model Q:
C3HNO2 in the gas phase, computed with ωB97M-V/def2-TZVPD.

For the LUMO energy, the calculation gives -1.422 eV.

Structure (XYZ):
```
7
Properties=species:S:1:pos:R:3:lowdin_charge:R:1
C 0.38 0.23 -1.42 -0.267
N -0.67 -0.18 2.98 0.178
C -0.51 -0.29 1.84 -0.191
O -0.62 0.26 -0.37 0.007
C 0.00 -0.47 0.51 -0.034
H 0.21 -0.62 -2.09 0.152
O 1.21 1.06 -1.45 0.156
```

=====

So which one is most stable? That would be model P, about 1.377 eV below the next structure.